Entry from the OMol25 dataset: 3 unconnected molecules or ions with the total composition CH3Cl2N3O in a non-equilibrium geometry (ωB97M-V with the def2-TZVPD basis set).

Last column: natural (NBO) charge in e.
Atoms and positions in Å:
H1 1.394 0.975 -3.045  0.35
N1 1.657 0.523 -2.157  -0.32
N2 0.804 -0.237 -1.761  -0.07
Cl1 1.324 -0.902 -0.177  0.03
N3 -1.233 0.677 -0.838  -0.77
C1 -1.406 1.653 -0.195  0.87
O1 -1.567 2.554 0.494  -0.51
H2 -1.453 0.210 -1.632  0.43
Cl2 -0.672 -3.352 -1.605  -0.28
H3 -0.197 -4.595 -1.695  0.28

lowest unoccupied orbital energy: 0.2512 eV
ΔE to the lowest compared entry with this formula, charge and spin: 0.5209 eV
SMILES: [H]/N=N/Cl.N=C=O.Cl
orbital gap: 10.5 eV
energy: -1199.71238 Eh